Formula: C40H62As2Br2HfINO8SeSi
Source: the OMol25 dataset
Level of theory: wB97M-V/def2-TZVPD

Cartesian coordinates (Å):
Hf: -0.0379 0.0858 0.7604
C: -0.8879 2.7729 1.3520
C: 0.3402 2.0665 1.7973
C: 1.3530 2.4995 0.7673
C: 0.7330 3.3750 -0.0779
C: -0.6494 3.5778 0.2884
C: -1.5851 4.6425 -0.2530
C: -1.4402 4.8614 -1.7592
C: -3.0376 4.2696 0.0413
C: -1.2348 5.9568 0.4670
C: 2.7956 2.0306 0.5873
C: 2.8731 0.5039 0.7334
C: 3.7913 2.7060 1.5486
C: 3.2888 2.3854 -0.8179
C: 0.5768 2.3596 3.3322
C: 1.5739 1.4335 4.0144
C: 1.0565 3.8118 3.4657
C: -0.7419 2.2419 4.1143
H: -1.8125 2.7436 1.9040
H: 1.2126 3.8786 -0.9077
H: -1.8269 4.0064 -2.3131
H: -0.4030 5.0428 -2.0517
H: -2.0166 5.7386 -2.0575
H: -3.2510 3.2619 -0.3256
H: -3.7111 4.9746 -0.4500
H: -3.2523 4.3035 1.1125
H: -0.2152 6.2732 0.2333
H: -1.3177 5.8390 1.5492
H: -1.9162 6.7517 0.1554
H: 2.5063 0.1459 1.7121
H: 3.9084 0.1648 0.6551
H: 2.3390 -0.0002 -0.1011
H: 3.6455 2.4459 2.5915
H: 3.7097 3.7899 1.4580
H: 4.8105 2.4213 1.2762
H: 2.6139 2.0255 -1.5900
H: 4.2713 1.9393 -0.9888
H: 3.3965 3.4667 -0.9239
H: 2.5278 1.3530 3.5026
H: 1.1518 0.4432 4.1158
H: 1.7813 1.8027 5.0213
H: 2.0081 3.9759 2.9633
H: 1.1826 4.0624 4.5216
H: 0.3267 4.5031 3.0371
H: -1.3236 1.3700 3.8166
H: -1.3654 3.1284 3.9891
H: -0.5241 2.1516 5.1801
Br: 1.9314 -2.8667 0.6509
C: 0.8625 -4.3995 1.1900
Br: -1.0011 -3.9982 1.4286
H: 1.2539 -4.7242 2.1452
H: 0.9921 -5.1423 0.4094
I: 2.3688 -2.0846 4.0130
C: 0.3023 -1.8164 4.1595
C: -0.2576 -2.3041 5.3323
C: -1.6126 -2.1497 5.5466
C: -2.3615 -1.5211 4.5694
C: -1.7276 -1.0702 3.4344
N: -0.4011 -1.1944 3.2007
H: 0.3726 -2.7873 6.0640
H: -2.0679 -2.5169 6.4576
H: -3.4267 -1.3767 4.6864
H: -2.3018 -0.5964 2.6555
C: -4.9310 -1.3045 1.8326
Si: -4.8764 0.0485 0.5928
C: -5.3388 -0.3358 -1.1338
C: -5.1747 1.7317 1.2379
Se: -2.4301 0.0276 0.1993
H: -5.9230 -1.7677 1.8627
H: -4.7169 -0.9113 2.8278
H: -4.2010 -2.0769 1.5900
H: -6.4198 -0.2457 -1.2817
H: -5.0367 -1.3516 -1.3925
H: -4.8404 0.3583 -1.8118
H: -6.1161 1.7602 1.7977
H: -5.2381 2.4640 0.4333
H: -4.3676 2.0266 1.9099
C: -0.1835 2.2878 -3.5503
O: 0.4561 0.9935 -3.6454
C: 0.6696 0.3470 -2.5481
O: 0.3262 0.7959 -1.4335
C: 1.1540 -1.0451 -2.6985
C: 2.2987 -1.4469 -3.2442
As: 2.8760 -3.2851 -3.6414
C: 4.3626 -3.3716 -2.3714
C: 1.5033 -4.2533 -2.6292
C: 0.2564 -3.8673 -2.3599
As: -0.2860 -2.0708 -1.8546
C: -1.6753 -1.6561 -3.1597
C: -0.8153 -4.9150 -2.2138
O: -0.7163 -6.0556 -2.5666
O: -1.9451 -4.3842 -1.7186
C: -3.0707 -5.2838 -1.6658
C: 1.9311 -5.6816 -2.3621
O: 1.8264 -6.1804 -1.2703
O: 2.5828 -6.2103 -3.3866
C: 3.1179 -7.5421 -3.1962
C: 3.3215 -0.5190 -3.8535
O: 4.1751 -0.9496 -4.5828
O: 3.2085 0.7553 -3.4990
C: 4.1520 1.6585 -4.1212
H: -0.1358 2.7106 -4.5466
H: 0.3415 2.9079 -2.8326
H: -1.2150 2.1489 -3.2397
H: 5.2180 -2.8918 -2.8422
H: 4.6048 -4.4189 -2.1953
H: 4.1308 -2.8861 -1.4269
H: -1.3295 -1.8809 -4.1654
H: -1.9434 -0.6026 -3.0762
H: -2.5497 -2.2519 -2.9182
H: -3.8466 -4.7559 -1.1211
H: -2.7970 -6.2022 -1.1546
H: -3.3993 -5.5233 -2.6744
H: 3.8909 -7.6592 -3.9468
H: 2.3247 -8.2689 -3.3492
H: 3.5234 -7.6448 -2.1945
H: 4.0447 2.6021 -3.5977
H: 3.9107 1.7678 -5.1753
H: 5.1619 1.2704 -4.0249

Results
LUMO level = -5.771 eV
Total charge = +2
E = -404736.687 eV
Highest occupied orbital energy = -12.625 eV
Frontier orbital gap = 6.9 eV
ΔE to the lowest compared entry with this formula, charge and spin = 0.657 eV



Formula: C40H62BBrN6O2P2Rb
Source: the OMol25 dataset
Level of theory: wB97M-V/def2-TZVPD

Cartesian coordinates (Å):
Rb: 0.3295 -0.1119 0.2403
C: -3.5949 -0.7806 0.3336
C: -3.0000 -1.8902 -0.4766
C: -3.6599 -2.9188 -1.1749
C: -2.6493 -3.6452 -1.7704
C: -2.7747 -4.8431 -2.6553
N: -1.4732 -3.0710 -1.4272
N: -1.6915 -1.9982 -0.6325
B: -0.0655 -3.4477 -1.9580
N: 0.9471 -3.7458 -0.8246
N: 1.5655 -2.7786 -0.1038
C: 2.4059 -3.3925 0.7142
C: 3.2731 -2.6133 1.6509
C: 2.3351 -4.7871 0.5349
C: 1.3915 -4.9675 -0.4533
C: 0.8943 -6.2502 -1.0373
N: 0.4845 -2.3726 -2.9347
N: 0.7655 -1.0989 -2.5676
C: 1.2140 -0.4821 -3.6467
C: 1.6272 0.9546 -3.5950
C: 1.2294 -1.3582 -4.7475
C: 0.7588 -2.5541 -4.2472
C: 0.5828 -3.8481 -4.9739
H: -4.4404 -0.3332 -0.1918
H: -3.9562 -1.1400 1.3010
H: -2.8635 0.0094 0.5133
H: -4.7203 -3.0999 -1.2506
H: -3.8244 -5.1297 -2.7180
H: -2.4155 -4.6398 -3.6652
H: -2.2062 -5.6919 -2.2733
H: -0.1985 -4.4588 -2.5874
H: 3.1324 -1.5441 1.4930
H: 3.0305 -2.8328 2.6929
H: 4.3271 -2.8550 1.4922
H: 2.8870 -5.5556 1.0525
H: 1.3824 -7.0846 -0.5339
H: -0.1847 -6.3546 -0.9117
H: 1.1068 -6.3191 -2.1053
H: 1.6533 1.2951 -2.5599
H: 2.6186 1.0930 -4.0317
H: 0.9270 1.5916 -4.1395
H: 1.5408 -1.1546 -5.7596
H: 0.8900 -3.7171 -6.0114
H: 1.1871 -4.6418 -4.5324
H: -0.4547 -4.1839 -4.9618
C: -5.1260 6.8845 -0.3061
C: -5.4280 5.4190 -0.6525
C: -6.7314 5.0004 0.0436
C: -5.6465 5.3231 -2.1626
C: -4.2800 4.5287 -0.1832
C: -3.5342 3.7344 -1.0405
C: -2.5081 2.9510 -0.5450
Br: -1.5473 1.8670 -1.7953
C: -2.1306 2.8675 0.8191
O: -1.1658 2.1247 1.2248
C: -2.9209 3.6948 1.6919
C: -3.9379 4.4778 1.1718
C: -2.6304 3.6598 3.1943
C: -3.5141 4.6130 4.0022
C: -2.8788 2.2355 3.7137
C: -1.1682 4.0556 3.4494
H: -5.9442 7.5348 -0.6297
H: -4.2083 7.2089 -0.8007
H: -4.9915 7.0166 0.7683
H: -7.5619 5.6351 -0.2798
H: -6.6455 5.0807 1.1280
H: -6.9728 3.9634 -0.1972
H: -6.4713 5.9782 -2.4540
H: -5.9008 4.3053 -2.4636
H: -4.7583 5.6326 -2.7165
H: -3.7337 3.7025 -2.1025
H: -4.5140 5.0875 1.8556
H: -4.5727 4.3590 3.9152
H: -3.3781 5.6509 3.6897
H: -3.2405 4.5406 5.0578
H: -3.9353 1.9765 3.6076
H: -2.6100 2.1600 4.7725
H: -2.2870 1.5216 3.1449
H: -0.9978 5.0929 3.1489
H: -0.5083 3.4084 2.8740
H: -0.9284 3.9589 4.5130
C: 4.2818 2.9251 0.3471
P: 2.6811 2.6503 1.1397
C: 1.4731 3.4749 0.1021
C: 2.7438 3.6028 2.6708
O: 2.4138 1.2018 1.3700
H: 4.4667 3.9846 0.1688
H: 4.2851 2.3881 -0.6020
H: 5.0665 2.5143 0.9830
H: 1.6325 4.5533 0.0790
H: 0.4799 3.2355 0.5020
H: 1.5328 3.0753 -0.9119
H: 2.9890 4.6482 2.4828
H: 3.4918 3.1590 3.3285
H: 1.7668 3.5403 3.1515
C: 0.4509 0.7146 4.1139
P: 0.4252 -1.0695 3.6517
C: -1.3713 -1.2633 3.3284
C: 0.5918 -1.8108 5.3258
C: -0.4506 -2.3934 6.0418
C: -0.2294 -2.9505 7.2957
C: 1.0371 -2.9290 7.8582
C: 2.0881 -2.3549 7.1535
C: 1.8662 -1.8129 5.8979
H: -0.2305 0.9307 4.9391
H: 0.1540 1.2927 3.2354
H: 1.4663 1.0034 4.3871
H: -1.9979 -0.7978 4.0921
H: -1.6211 -2.3211 3.2330
H: -1.5896 -0.7949 2.3680
H: -1.4477 -2.4185 5.6222
H: -1.0535 -3.4024 7.8343
H: 1.2073 -3.3625 8.8358
H: 3.0839 -2.3421 7.5792
H: 2.6953 -1.3889 5.3404

Results
LUMO level = 1.964 eV
Total charge = -1
E = -145482.639 eV
Highest occupied orbital energy = -4.364 eV
Frontier orbital gap = 6.3 eV
ΔE to the lowest compared entry with this formula, charge and spin = 0.375 eV